Formula: C32H26FeN3O6SSbSe5
Source: the Open Molecules 2025 dataset
Level of theory: the ωB97M-V functional and the def2-TZVPD basis

LUMO level (spin up / spin down)   3.68 / 2.75 eV
Relative energy (zero: lowest compared OMol25 entry of this formula, charge and spin)   164.89 kJ/mol
HOMO-LUMO gap (spin up / spin down)   0.233 / 0.196 hartree
Multiplicity   5
Net charge   -2
Calculated total energy   -15760.27827 hartree

```
75
Properties=species:S:1:pos:R:3:lowdin_charge:R:1
Fe 0.006 1.781 0.564 -0.013
O 1.868 -0.231 1.172 -0.068
C 1.305 -1.113 2.139 -0.318
C -0.243 -0.930 1.964 -0.601
O -0.975 -1.911 2.059 0.042
O -0.588 0.274 1.776 -0.156
C 1.610 -0.681 3.564 -0.164
C 2.215 0.539 3.838 -0.040
C 2.415 0.943 5.154 -0.094
C 2.017 0.129 6.201 -0.114
C 1.411 -1.090 5.930 -0.094
C 1.200 -1.487 4.622 -0.059
C 1.797 -2.517 1.821 -0.119
C 2.823 -3.119 2.540 -0.025
C 3.347 -4.346 2.144 -0.093
C 2.857 -4.984 1.017 -0.110
C 1.836 -4.385 0.286 -0.078
C 1.315 -3.169 0.689 -0.013
H 2.816 -0.134 1.322 0.096
H 2.489 1.202 3.025 0.080
H 2.844 1.917 5.354 0.102
H 2.132 0.464 7.222 0.094
H 1.059 -1.712 6.744 0.098
H 0.684 -2.417 4.408 0.127
H 3.215 -2.630 3.422 0.113
H 4.145 -4.797 2.721 0.093
H 3.267 -5.936 0.705 0.090
H 1.449 -4.866 -0.605 0.093
H 0.520 -2.704 0.125 0.092
N -1.427 -4.259 -1.781 0.175
C -0.676 -3.462 -2.596 -0.506
O -0.128 -3.872 -3.601 0.056
C -0.593 -2.038 -2.131 -0.148
C -1.649 -1.428 -1.468 0.013
C -1.445 -0.194 -0.889 -0.099
N -0.254 0.420 -0.910 -0.001
C 0.739 -0.133 -1.609 -0.082
C 0.604 -1.351 -2.253 0.022
H -1.399 -5.247 -1.968 0.107
H -1.630 -3.960 -0.839 0.104
H -2.614 -1.904 -1.371 0.123
H -2.228 0.305 -0.334 0.123
H 1.679 0.403 -1.601 0.080
H 1.440 -1.791 -2.778 0.127
Se -2.852 4.627 3.369 -0.195
Sb -1.388 2.986 4.325 -0.315
Se -0.458 3.176 6.570 -0.157
Se -1.988 0.689 4.910 0.038
Se 0.365 3.286 2.494 0.211
O -6.577 1.081 -4.363 0.086
C -5.245 1.224 -4.625 -0.490
O -4.845 0.927 -5.721 0.091
C -4.400 1.736 -3.523 -0.162
C -3.014 1.719 -3.690 -0.014
C -2.169 2.172 -2.697 -0.110
C -2.664 2.672 -1.482 -0.667
S -1.682 3.305 -0.185 0.606
C -4.062 2.700 -1.330 -0.111
C -4.905 2.244 -2.321 -0.044
H -6.739 1.294 -3.437 0.073
H -2.613 1.335 -4.619 0.119
H -1.097 2.142 -2.855 0.081
H -4.466 3.085 -0.402 0.102
H -5.973 2.313 -2.130 0.103
Se 2.290 2.695 -0.070 0.642
C 2.312 2.808 -1.965 -0.674
C 1.262 3.398 -2.674 -0.134
C 1.319 3.455 -4.055 -0.171
N 2.332 2.989 -4.790 0.028
C 3.334 2.435 -4.108 -0.188
C 3.372 2.317 -2.730 -0.145
H 0.417 3.809 -2.133 0.064
H 0.499 3.903 -4.608 0.099
H 4.160 2.055 -4.704 0.090
H 4.217 1.844 -2.245 0.088
```